[1]
CH3ClOS2 | wB97M-V/def2-TZVPD

Atoms and positions in Å:
C1 0.72 0.45 -0.13
O1 -2.27 1.29 0.23
S1 -0.51 -0.97 -0.49
S2 -2.39 -0.10 -0.17
Cl1 1.42 -2.58 0.67
H1 0.26 0.99 0.70
H2 1.12 1.08 -0.92
H3 1.65 -0.15 0.10

Calculated values
E in eV: -37323.434
2S+1: 1
Energy above the lowest of the compared OMol25 structures with the same formula, charge and spin in kcal/mol: 52.1

[2]
CH3ClS2 | wB97M-V/def2-TZVPD

Atoms and positions in Å:
C1 -0.77 0.43 -0.23
S1 -0.71 -0.10 1.39
S2 0.17 0.05 -1.60
Cl1 -0.07 2.71 0.23
H1 -1.69 0.75 -0.70
H2 0.34 -0.72 1.32
H3 1.42 -0.48 -1.16

Calculated values
E in eV: -35276.563
2S+1: 1
Energy above the lowest of the compared OMol25 structures with the same formula, charge and spin in kcal/mol: 49.7

[3]
CH3F2OP | wB97M-V/def2-TZVPD

Atoms and positions in Å:
C1 -0.46 -1.92 -0.97
O1 0.80 1.29 -0.26
F1 -1.54 -1.37 -1.80
F2 0.63 -1.59 -1.64
P1 -0.36 1.10 0.89
H1 -0.64 -3.06 -1.06
H2 0.60 0.66 -0.91
H3 0.40 1.44 1.97

Calculated values
E in eV: -17853.004
2S+1: 1
Energy above the lowest of the compared OMol25 structures with the same formula, charge and spin in kcal/mol: 136.1